This record from the Open Molecules 2025 dataset describes a structure of composition C15H11NO3STi in a non-equilibrium geometry. The level of theory is ωB97M-V/def2-TZVPD.

Properties
Net charge: +2
Kohn-Sham gap (spin up / spin down), eV: 6.25 / 6.45
LUMO level (spin up / spin down), eV: -9.358 / -9.160
Multiplicity: 3
<S²>: 2.01

Element x y z (Å)
O1 1.435 2.607 -4.460
C1 0.494 2.302 -3.866
Ti1 -1.319 1.708 -2.634
C2 -2.432 0.505 -3.708
C3 -2.183 3.393 -2.160
O2 -3.085 -0.242 -4.331
O3 -2.676 4.402 -1.825
N1 -0.837 0.976 -0.869
S1 -0.243 -0.570 -0.815
C4 1.448 -0.269 -0.294
C5 2.020 1.001 -0.371
C6 3.328 1.197 0.082
C7 4.071 0.121 0.577
C8 3.511 -1.163 0.608
C9 2.203 -1.362 0.162
C10 -1.062 -1.071 0.716
C11 -0.499 -0.842 1.970
C12 -1.225 -1.173 3.124
C13 -2.506 -1.719 3.015
C14 -3.064 -1.951 1.748
C15 -2.344 -1.636 0.600
H1 -0.986 1.398 0.051
H2 1.440 1.828 -0.777
H3 3.759 2.198 0.044
H4 5.090 0.281 0.935
H5 4.089 -2.009 0.980
H6 1.750 -2.353 0.170
H7 0.498 -0.412 2.047
H8 -0.779 -0.997 4.104
H9 -3.074 -1.965 3.914
H10 -4.064 -2.377 1.658
H11 -2.757 -1.807 -0.394



This record from the Open Molecules 2025 dataset describes a structure of composition C15H12BF4MnN2O3 in a non-equilibrium geometry. The level of theory is ωB97M-V/def2-TZVPD.

Properties
Kohn-Sham gap (spin up / spin down), eV: 7.21 / 7.09
LUMO level (spin up / spin down), eV: -1.335 / -1.593
Multiplicity: 5
<S²>: 6.05

Element x y z (Å)
Mn1 -0.764 0.223 0.742
C1 -2.387 4.057 0.721
O1 -1.286 4.813 0.257
C2 -0.225 4.202 -0.305
C3 0.660 5.037 -0.977
C4 1.761 4.537 -1.665
C5 1.990 3.182 -1.705
C6 1.140 2.294 -1.023
C7 1.356 0.898 -1.135
N1 0.600 -0.022 -0.579
N2 0.893 -1.310 -0.847
C8 0.027 -2.109 -0.259
O2 -0.913 -1.585 0.453
C9 0.130 -3.560 -0.417
C10 1.380 -4.154 -0.568
C11 1.476 -5.527 -0.693
C12 0.328 -6.305 -0.692
C13 -0.916 -5.716 -0.537
C14 -1.019 -4.347 -0.381
C15 0.031 2.800 -0.261
O3 -0.697 1.987 0.443
H1 -3.150 4.796 0.960
H2 -2.135 3.479 1.613
H3 -2.758 3.384 -0.058
H4 0.449 6.094 -0.955
H5 2.414 5.215 -2.190
H6 2.822 2.778 -2.261
H7 2.178 0.547 -1.754
H8 2.261 -3.531 -0.563
H9 2.446 -5.992 -0.777
H10 0.404 -7.376 -0.807
H11 -1.808 -6.326 -0.522
H12 -1.981 -3.877 -0.243
F1 -1.926 0.292 2.354
B1 -0.937 0.279 3.505
F2 0.289 0.183 2.735
F3 -1.011 1.459 4.130
F4 -1.123 -0.800 4.262



This record from the Open Molecules 2025 dataset describes a structure of composition C15H12BrCeFN3OSe2 in a non-equilibrium geometry. The level of theory is ωB97M-V/def2-TZVPD.

Properties
Net charge: +3
Kohn-Sham gap (spin up / spin down), eV: 6.17 / 6.17
LUMO level (spin up / spin down), eV: -12.535 / -12.534

Element x y z (Å)
Ce1 -0.265 -0.188 -0.682
O1 -3.748 -2.472 4.182
C1 -3.065 -2.251 3.091
C2 -3.311 -2.855 1.842
C3 -2.523 -2.522 0.778
N1 -1.487 -1.645 0.878
C4 -1.280 -1.111 2.090
Br1 0.245 0.055 2.153
C5 -2.008 -1.325 3.209
H1 -4.454 -3.132 4.090
H2 -4.106 -3.579 1.715
H3 -2.690 -2.969 -0.192
H4 -1.783 -0.860 4.161
Se1 0.123 1.039 -3.635
Se2 -0.499 -1.250 -3.496
C6 -2.342 -0.875 -2.973
C7 -3.376 -1.113 -3.842
C8 -4.659 -0.774 -3.402
C9 -4.828 -0.206 -2.147
C10 -3.723 -0.008 -1.339
N2 -2.493 -0.355 -1.747
C11 1.806 1.050 -2.669
C12 2.796 1.879 -3.137
C13 3.955 1.999 -2.370
C14 4.088 1.271 -1.192
C15 3.056 0.447 -0.806
N3 1.916 0.350 -1.528
H5 -3.201 -1.529 -4.826
H6 -5.511 -0.934 -4.051
H7 -5.807 0.092 -1.796
H8 -3.810 0.439 -0.357
H9 2.681 2.412 -4.072
H10 4.755 2.649 -2.704
H11 4.986 1.328 -0.591
H12 3.127 -0.164 0.084
F1 -0.724 1.724 -0.504



This record from the Open Molecules 2025 dataset describes a structure of composition C15H12Cl2F3IrN3O4SSe in a non-equilibrium geometry. The level of theory is ωB97M-V/def2-TZVPD.

Properties
Net charge: +2
Kohn-Sham gap (spin up / spin down), eV: 7.72 / 6.39
LUMO level (spin up / spin down), eV: -7.090 / -9.347
Multiplicity: 6
<S²>: 8.79

Element x y z (Å)
Ir1 0.773 -1.110 -0.094
Cl1 -1.962 3.243 -0.994
C1 -0.300 3.024 -1.222
C2 0.463 3.998 -1.841
C3 1.830 3.844 -2.021
Cl2 2.707 5.072 -2.784
C4 2.506 2.658 -1.563
C5 3.889 2.437 -1.671
C6 4.428 1.266 -1.191
C7 3.581 0.306 -0.636
N1 2.274 0.504 -0.528
C8 1.733 1.655 -0.969
C9 0.299 1.802 -0.767
O1 -0.353 0.891 -0.197
H1 -0.027 4.898 -2.189
H2 4.518 3.187 -2.131
H3 5.490 1.072 -1.240
H4 3.967 -0.639 -0.277
C10 -2.271 -3.621 1.904
N2 -2.314 -2.218 2.301
C11 -3.449 -1.502 2.556
C12 -3.066 -0.245 2.903
N3 -1.701 -0.207 2.847
C13 -0.865 0.922 3.228
C14 -1.252 -1.413 2.455
Se1 0.553 -1.920 2.248
H5 -3.224 -4.084 2.142
H6 -1.487 -4.142 2.451
H7 -2.086 -3.704 0.836
H8 -4.435 -1.930 2.493
H9 -3.665 0.598 3.200
H10 -1.503 1.765 3.474
H11 -0.212 1.198 2.404
H12 -0.260 0.668 4.097
F1 -1.899 -1.362 -3.279
C15 -0.656 -1.770 -3.142
F2 -0.212 -2.286 -4.255
F3 0.119 -0.682 -2.827
S1 -0.530 -2.941 -1.694
O2 -1.126 -4.176 -2.019
O3 -1.193 -2.143 -0.622
O4 0.921 -2.913 -1.385



This record from the Open Molecules 2025 dataset describes a structure of composition C15H12Cl3GeN4O8S3V in a non-equilibrium geometry. The level of theory is ωB97M-V/def2-TZVPD.

Properties
Kohn-Sham gap (spin up / spin down), eV: 6.13 / 6.12
LUMO level (spin up / spin down), eV: -2.093 / -2.100

Element x y z (Å)
V1 0.283 0.353 -0.292
N1 3.269 -2.900 -1.242
C1 2.634 -2.001 -0.460
S1 2.397 -0.397 -1.164
N2 2.249 -2.335 0.734
N3 1.756 -1.274 1.393
C2 1.402 -1.302 2.613
C3 1.048 -0.032 3.238
C4 0.986 0.089 4.624
C5 0.758 1.315 5.220
C6 0.652 2.458 4.438
C7 0.724 2.374 3.061
C8 0.858 1.130 2.441
O1 0.734 0.983 1.124
H1 3.664 -2.591 -2.110
H2 3.618 -3.740 -0.812
H3 1.438 -2.209 3.222
H4 1.130 -0.796 5.230
H5 0.688 1.390 6.296
H6 0.502 3.421 4.907
H7 0.630 3.252 2.444
O2 1.279 2.729 -3.434
C9 0.805 1.809 -2.635
O3 0.868 1.893 -1.402
C10 0.200 0.592 -3.177
C11 0.030 0.173 -4.486
C12 -0.554 -1.066 -4.699
C13 -0.948 -1.849 -3.616
C14 -0.723 -1.350 -2.351
N4 -0.172 -0.164 -2.144
C15 -1.061 -1.959 -1.024
O4 -1.765 -2.953 -0.924
O5 -0.555 -1.291 -0.043
H8 1.610 3.476 -2.911
H9 0.335 0.818 -5.297
H10 -0.692 -1.428 -5.708
H11 -1.424 -2.812 -3.737
H12 -2.940 -2.506 0.494
Cl1 -3.905 2.794 0.167
Ge1 -1.948 1.978 -0.232
Cl2 -2.120 2.300 -2.440
Cl3 -0.723 3.732 0.316
O6 -4.813 0.002 1.186
S2 -3.525 -0.442 0.785
O7 -3.384 -1.925 1.192
O8 -3.197 -0.268 -0.630
S3 -2.095 0.528 1.846



This record from the Open Molecules 2025 dataset describes an isolated molecule of C15H12ClN3O3. The level of theory is ωB97M-V/def2-TZVPD.

Properties
Kohn-Sham gap, eV: 9.06
LUMO level, eV: 0.189
Structure (SMILES): N#Cc1ccc(NC(=O)CCNC(=O)c2ccco2)cc1Cl

Element x y z (Å)
N1 -5.486 0.403 -0.892
C1 -4.427 -0.021 -0.783
C2 -3.109 -0.513 -0.667
C3 -2.197 -0.310 -1.704
C4 -0.893 -0.742 -1.594
C5 -0.469 -1.378 -0.427
N2 0.857 -1.752 -0.210
C6 1.956 -1.295 -0.881
O1 1.923 -0.738 -1.954
C7 3.259 -1.490 -0.114
C8 3.271 -0.555 1.119
N3 2.424 0.600 0.918
C9 1.150 0.590 1.406
O2 0.791 -0.205 2.256
C10 0.241 1.574 0.803
C11 0.366 2.425 -0.271
C12 -0.899 3.018 -0.452
C13 -1.701 2.484 0.516
O3 -1.026 1.618 1.268
C14 -1.379 -1.612 0.604
C15 -2.685 -1.181 0.487
Cl1 -3.795 -1.447 1.777
H1 -2.524 0.200 -2.597
H2 -0.194 -0.568 -2.394
H3 1.017 -2.151 0.707
H4 3.377 -2.528 0.195
H5 4.071 -1.232 -0.794
H6 4.290 -0.227 1.332
H7 2.875 -1.064 2.001
H8 2.645 1.203 0.141
H9 1.238 2.606 -0.866
H10 -1.174 3.736 -1.196
H11 -2.736 2.642 0.749
H12 -1.057 -2.088 1.517



This record from the Open Molecules 2025 dataset describes a structure of composition C15H12F5NO10STeTi in a non-equilibrium geometry. The level of theory is ωB97M-V/def2-TZVPD.

Properties
Net charge: -2
Kohn-Sham gap (spin up / spin down), eV: 4.91 / 7.10
LUMO level (spin up / spin down), eV: 4.099 / 3.683
Multiplicity: 3
<S²>: 2.04

Element x y z (Å)
Ti1 0.486 -0.474 -0.305
O1 -1.023 -2.055 2.289
S1 -1.126 -0.625 1.762
O2 -1.983 0.160 2.586
O3 0.287 -0.104 1.667
O4 -1.515 -0.738 0.286
O5 2.404 -0.573 -0.246
C1 3.334 0.328 -0.039
C2 3.145 1.721 -0.113
C3 4.205 2.620 0.067
C4 3.989 3.990 -0.041
C5 2.729 4.516 -0.296
C6 1.665 3.645 -0.479
C7 1.836 2.257 -0.414
O6 0.849 1.458 -0.641
N1 5.113 4.898 0.104
O7 4.920 6.103 -0.019
O8 6.220 4.431 0.340
H1 4.325 -0.058 0.197
H2 5.201 2.251 0.273
H3 2.601 5.587 -0.357
H4 0.666 4.015 -0.674
C8 -2.727 1.658 -1.674
C9 -2.661 2.204 -0.269
O9 -1.674 2.097 0.406
C10 -3.876 2.906 0.299
C11 -4.890 3.405 -0.507
C12 -5.950 4.107 0.055
C13 -6.001 4.294 1.429
C14 -4.999 3.770 2.240
C15 -3.938 3.079 1.678
H5 -1.857 1.032 -1.855
H6 -2.722 2.486 -2.390
H7 -3.640 1.077 -1.823
H8 -4.852 3.255 -1.579
H9 -6.732 4.507 -0.579
H10 -6.825 4.843 1.869
H11 -5.047 3.903 3.314
H12 -3.153 2.639 2.281
F1 -0.451 -4.886 -0.496
Te1 -0.899 -3.361 0.600
F2 -2.918 -2.980 0.551
F3 0.538 -4.024 1.664
F4 -1.713 -4.700 1.715
F5 0.103 -0.494 -2.107
O10 0.601 -2.328 -0.183



This record from the Open Molecules 2025 dataset describes an isolated molecule of C15H12N2O in a non-equilibrium geometry. The level of theory is ωB97M-V/def2-TZVPD.

Properties
Kohn-Sham gap, eV: 8.45
LUMO level, eV: 0.634
Structure (SMILES): Oc1nc(-c2ccccc2)c(-c2ccccc2)[nH]1

Element x y z (Å)
O1 -4.567 -0.687 -1.131
C1 -3.289 -0.632 -0.771
N1 -2.465 -0.327 -1.701
C2 -1.204 -0.210 -1.003
C3 -0.052 0.288 -1.718
C4 0.925 1.033 -1.091
C5 2.202 1.417 -1.561
C6 2.448 0.845 -2.828
C7 1.527 0.008 -3.557
C8 0.277 -0.165 -3.043
C9 -1.387 -0.427 0.330
C10 -0.361 -0.288 1.420
C11 0.825 -1.040 1.486
C12 1.728 -0.887 2.630
C13 1.445 -0.075 3.726
C14 0.186 0.627 3.642
C15 -0.540 0.526 2.484
N2 -2.725 -0.902 0.455
H1 -4.677 -0.299 -2.094
H2 0.767 1.303 -0.069
H3 3.036 1.938 -1.072
H4 3.476 1.092 -3.107
H5 1.871 -0.406 -4.542
H6 -0.491 -0.665 -3.468
H7 1.181 -1.873 0.883
H8 2.660 -1.485 2.743
H9 2.044 0.104 4.610
H10 -0.055 1.141 4.522
H11 -1.573 1.031 2.456
H12 -3.214 -0.984 1.370



no.,total energy (hartree)
1,-2105.658225
2,-2489.605349
3,-8769.264109
4,-5167.316398
5,-6995.972321
6,-1429.010160
7,-3401.166036
8,-763.492051